60
Properties=species:S:1:pos:R:3:forces:R:3 method="wB97M-V/def2-TZVPD" de_lowest_kcal_mol=16.9 e_lumo_ha="-0.285 / -0.285" molar_mass_g_mol=544.85 gap_ha="0.237 / 0.237" charge=+2
Pd -0.8536 0.2641 -0.1784 0.169 0.480 -1.286
C 5.9106 -0.3987 1.2317 0.031 -0.003 0.001
C 5.1053 0.6179 1.7307 -0.022 0.018 -0.005
C 3.7632 0.6615 1.3961 0.038 0.007 -0.022
C 3.2264 -0.3256 0.5669 0.128 -0.016 0.011
C 4.0356 -1.3446 0.0640 0.037 -0.071 -0.022
C 5.3806 -1.3758 0.4008 -0.042 0.029 -0.006
P 1.4742 -0.3003 0.2472 -0.170 0.227 0.283
C 1.0009 -1.3587 -1.1184 -0.006 -0.332 -0.174
C -0.0965 -2.2330 -0.9827 -0.048 0.134 -0.083
C -0.5887 -2.9217 -2.1003 0.057 0.042 0.083
C 0.0041 -2.7444 -3.3283 0.057 0.002 -0.111
C 1.0917 -1.8689 -3.4728 -0.074 -0.041 -0.033
C 1.5798 -1.1745 -2.3914 -0.035 0.036 0.068
C 0.5014 -0.9541 1.6467 1.187 -0.198 -0.256
C 0.8742 -2.0144 2.4571 -0.551 0.174 0.597
C -0.0683 -2.4370 3.3969 -0.141 0.106 -0.118
C -1.3337 -1.8476 3.4475 0.047 -0.010 0.024
C -1.7294 -0.8378 2.5567 0.242 -0.081 0.288
C -0.7598 -0.4062 1.6819 -0.423 -0.718 -0.058
H 6.9608 -0.4264 1.4903 -0.008 -0.002 0.004
H 5.5267 1.3782 2.3740 -0.002 -0.004 -0.002
H 3.1390 1.4595 1.7801 -0.004 -0.016 0.003
H 3.6255 -2.1114 -0.5818 -0.012 0.004 0.026
H 6.0128 -2.1653 0.0181 -0.005 0.002 -0.011
H -0.5042 -2.4538 -0.0054 0.040 -0.102 0.036
H -1.4104 -3.6166 -1.9848 -0.003 0.019 0.021
H -0.3584 -3.2937 -4.1876 0.010 0.021 0.002
H 1.5486 -1.7387 -4.4452 0.003 -0.011 0.013
H 2.4103 -0.4895 -2.5177 0.014 -0.019 0.024
H 1.8480 -2.4789 2.3697 0.022 0.047 0.047
H 0.1709 -3.2371 4.0845 -0.017 -0.003 -0.007
H -2.0538 -2.2025 4.1739 0.030 -0.001 0.017
H -2.7332 -0.4365 2.5895 -0.033 -0.077 -0.070
C -4.2160 0.2338 -2.6666 0.006 0.046 -0.130
C -2.7932 -0.0546 -2.1839 -0.190 -0.135 -0.060
C -1.8327 1.0789 -2.5624 -0.045 -0.147 0.179
C -2.7992 -0.2601 -0.6853 0.251 0.535 0.590
H -4.2218 0.3995 -3.7460 -0.001 -0.006 0.031
H -4.6149 1.1287 -2.1832 0.004 -0.011 -0.020
H -4.8884 -0.5971 -2.4545 0.022 0.005 0.031
H -2.4388 -0.9682 -2.6650 0.024 -0.006 0.040
H -2.2032 2.0384 -2.2029 0.030 0.053 -0.018
H -1.6619 1.1493 -3.6358 -0.094 -0.032 -0.034
H -0.8127 0.8971 -2.1594 0.230 0.177 -0.160
H -2.9378 -1.2777 -0.3309 -0.080 -0.013 0.011
H -3.3988 0.4537 -0.1268 -0.337 -0.113 -0.107
C -0.5710 3.8528 -0.3664 0.074 -0.012 -0.098
As -0.9636 2.4024 0.8159 -0.484 -0.303 0.548
C 0.1444 2.6827 2.3564 0.143 0.039 -0.052
C -2.7509 2.7032 1.4467 -0.064 0.115 -0.080
H -0.8217 4.7394 0.2168 0.049 0.122 -0.118
H -1.1790 3.8074 -1.2643 -0.031 0.047 -0.003
H 0.4842 3.8568 -0.6282 0.016 0.003 0.009
H -0.2225 3.5810 2.8526 0.028 0.002 0.036
H 1.1728 2.8391 2.0365 -0.004 -0.018 0.011
H 0.0813 1.8284 3.0228 -0.008 0.005 0.052
H -2.7745 3.6472 1.9898 -0.015 0.013 0.014
H -3.0424 1.8933 2.1099 -0.013 -0.009 0.040
H -3.4380 2.7575 0.6046 -0.028 -0.004 0.001



71
Properties=species:S:1:pos:R:3:forces:R:3 method="wB97M-V/def2-TZVPD" e_lumo_ha="0.085 / 0.085" spin_multiplicity=2 s_squared=0.75 molar_mass_g_mol=664.95 gap_ha="0.241 / 0.278" charge=-1
Ti 0.8251 0.4917 -0.4302 -0.311 0.644 -0.655
O 1.0547 -1.3472 -0.8723 0.251 -0.713 -0.114
C 1.5217 -2.4724 -0.4097 -0.055 0.050 0.070
C 1.7439 -3.5481 -1.2885 0.006 -0.053 0.031
C 2.1818 -4.7662 -0.8204 -0.005 0.007 -0.050
C 2.4188 -4.9643 0.5406 0.002 -0.010 0.037
C 2.2247 -3.9145 1.4132 -0.008 0.003 -0.027
C 1.7894 -2.6631 0.9646 0.032 -0.036 -0.077
C 1.6448 -1.5409 1.8795 0.059 0.084 0.086
N 1.2583 -0.3076 1.5846 0.239 -0.014 0.050
C 1.3359 0.4296 2.7458 -0.008 0.033 -0.042
C 1.7621 -0.3628 3.7578 0.025 -0.021 0.012
N 1.9558 -1.6070 3.1995 -0.041 0.004 -0.033
H 1.5511 -3.3775 -2.3396 -0.002 0.003 -0.002
H 2.3423 -5.5796 -1.5178 -0.003 0.001 0.000
H 2.7543 -5.9249 0.9082 0.001 0.002 0.000
H 2.4147 -4.0827 2.4678 0.002 0.013 0.002
H 1.0830 1.4744 2.7432 0.003 0.008 -0.002
H 1.9425 -0.1644 4.7987 0.003 -0.002 0.000
H 2.3093 -2.4187 3.6699 -0.020 -0.002 0.008
C -1.1982 -1.0265 -2.9839 -0.020 0.012 0.023
Si -2.0314 -1.0157 -1.2932 -0.079 -0.039 0.061
C -3.8660 -0.8109 -1.7442 0.038 0.000 -0.016
C -1.9563 -2.7042 -0.4575 0.011 0.040 0.017
C -1.4628 0.3750 -0.1802 -0.087 0.083 -0.015
C -1.5438 1.6025 -1.0048 -0.014 0.068 0.036
C -2.5885 2.5276 -1.1280 0.013 0.004 -0.021
C -2.4469 3.5782 -2.0153 -0.005 0.007 0.006
C -1.2787 3.7180 -2.7588 0.019 -0.015 0.001
C -0.2628 2.8025 -2.5544 0.009 0.021 0.014
N -0.4128 1.7923 -1.7056 0.002 -0.086 0.051
Si -2.2065 0.4632 1.5118 0.036 -0.007 0.015
C -4.1006 0.3797 1.6437 0.043 -0.011 0.019
C -1.7526 2.1194 2.3156 0.004 -0.025 -0.027
C -1.6284 -0.9857 2.5911 -0.073 -0.036 -0.005
H -1.3218 -2.0200 -3.4274 -0.009 0.005 -0.010
H -0.1370 -0.7844 -2.9810 -0.007 -0.017 0.026
H -1.7066 -0.3114 -3.6371 0.017 0.007 -0.005
H -4.1440 -1.5576 -2.4952 0.003 0.003 -0.001
H -4.0501 0.1750 -2.1801 0.003 0.001 0.001
H -4.5353 -0.9309 -0.8912 0.006 0.001 0.021
H -2.2110 -3.4797 -1.1860 -0.009 0.005 0.001
H -2.6979 -2.7520 0.3451 0.004 -0.006 0.018
H -0.9840 -2.9517 -0.0322 0.004 0.021 -0.016
H -3.4962 2.3998 -0.5542 -0.016 -0.016 0.018
H -3.2533 4.2932 -2.1344 0.002 0.002 -0.004
H -1.1474 4.5321 -3.4576 -0.001 0.002 0.003
H 0.7020 2.8651 -3.0405 -0.016 0.011 -0.008
H -4.6134 1.1566 1.0727 0.013 0.007 -0.032
H -4.3752 0.5088 2.6963 -0.004 0.006 -0.002
H -4.4909 -0.5876 1.3215 0.004 -0.018 -0.009
H -2.6046 2.8038 2.2894 0.008 0.008 -0.015
H -0.9215 2.5982 1.7929 0.027 -0.021 0.017
H -1.4696 1.9885 3.3637 -0.016 -0.006 0.009
H -2.4737 -1.6226 2.8645 -0.018 0.009 0.003
H -1.1683 -0.6261 3.5151 -0.017 -0.016 -0.026
H -0.8982 -1.6087 2.0744 -0.083 0.008 0.003
Cl 5.3254 -0.8243 -2.2779 -0.003 -0.006 -0.010
C 4.4096 0.5948 -1.7197 -0.057 -0.012 0.028
Cl 3.8500 0.2635 -0.0614 0.076 0.043 0.038
Cl 5.4703 2.0095 -1.6786 0.021 0.014 -0.008
C 3.2074 0.8550 -2.7351 0.040 -0.037 -0.103
O 3.5744 1.0917 -3.8714 -0.023 0.022 0.034
O 2.0509 0.7618 -2.2599 -0.076 -0.033 0.436
C 2.7134 3.8488 1.3657 0.059 -0.068 -0.017
C 2.0068 3.2388 0.1650 -0.402 0.356 0.088
O 2.1612 3.6961 -0.9540 0.154 -0.104 -0.026
O 1.2094 2.2591 0.4803 0.240 -0.174 0.105
H 3.3244 4.6950 1.0611 -0.001 -0.005 -0.004
H 3.3418 3.0870 1.8309 0.018 0.005 0.017
H 1.9752 4.1660 2.1052 -0.006 -0.013 -0.022



64
Properties=species:S:1:pos:R:3:forces:R:3 method="wB97M-V/def2-TZVPD" e_lumo_ha=-0.105 molar_mass_g_mol=445.55 gap_ha=0.268 charge=+1
C -2.2298 3.3970 1.6764 -0.099 -0.205 0.302
C -1.2603 3.1297 0.5325 -0.011 0.080 -0.312
C -1.3714 4.1939 -0.5432 0.364 0.731 -0.206
N -1.5497 1.8448 -0.1427 -0.370 -1.478 -0.746
N -2.5214 1.8847 -1.0421 -0.377 -1.473 -0.181
N -2.7598 0.6200 -1.3855 0.628 1.737 0.776
C -3.6857 0.3833 -2.5358 -0.008 0.172 0.362
C -3.1188 1.0426 -3.7773 0.281 0.005 -0.258
C -5.0432 0.9465 -2.1825 -0.435 -0.062 0.074
C -1.9632 -0.2386 -0.6954 -0.179 0.117 -0.673
C -2.0882 -1.6919 -0.8540 0.011 -1.533 -0.230
C -3.0982 -2.4467 -0.1999 0.492 0.716 -0.155
C -3.1924 -3.8228 -0.3921 0.077 -0.110 -0.076
C -2.2966 -4.4776 -1.2465 0.007 0.259 0.042
C -1.3084 -3.7466 -1.9109 0.047 -0.112 0.010
C -1.2022 -2.3720 -1.7158 -0.264 0.431 0.386
C -1.0753 0.5438 0.0367 0.004 0.556 0.149
C 0.0775 0.1109 0.7897 0.555 0.017 1.542
H -1.9576 4.3261 2.1930 0.035 -0.220 -0.206
H -3.2600 3.5099 1.3158 0.255 -0.087 -0.033
H -2.1989 2.5888 2.4120 -0.053 0.066 -0.044
H -0.2416 3.0280 0.9060 0.005 0.129 -0.014
H -1.1671 5.1836 -0.1152 -0.052 -0.263 -0.057
H -0.6412 4.0175 -1.3415 -0.140 0.044 0.102
H -2.3727 4.2060 -0.9939 0.360 0.052 0.284
H -3.7270 -0.6991 -2.6553 0.038 0.019 0.074
H -3.8139 0.9049 -4.6110 0.109 -0.016 0.146
H -2.9803 2.1166 -3.6185 -0.058 -0.169 -0.011
H -2.1587 0.6003 -4.0580 -0.069 0.070 0.006
H -5.7240 0.8074 -3.0279 0.100 0.023 0.144
H -5.4678 0.4339 -1.3163 0.002 0.085 -0.040
H -4.9728 2.0157 -1.9655 -0.014 -0.140 -0.050
H -3.7860 -1.9252 0.4728 0.191 -0.251 -0.215
H -3.9643 -4.3977 0.1325 0.335 0.297 -0.240
H -2.3666 -5.5571 -1.3918 0.001 0.353 0.042
H -0.6065 -4.2479 -2.5839 -0.299 0.152 0.259
H -0.4388 -1.7792 -2.2262 -0.150 -0.306 0.062
H -0.0716 -0.9122 1.1749 -0.221 0.776 0.259
H 0.4347 0.8415 1.5136 -0.492 -0.226 0.371
C 1.9279 0.3734 -1.8988 0.131 -0.254 0.087
N 2.5733 0.3279 -0.5946 0.409 0.271 -0.511
C 3.8545 1.0183 -0.5065 0.254 0.347 -0.098
C 2.0589 -0.4798 0.3626 -1.149 -0.933 -2.095
C 2.9611 -0.8604 1.4890 0.059 0.006 1.007
C 3.3976 0.1265 2.3776 -0.039 0.304 0.150
C 4.2246 -0.1642 3.4570 0.002 -0.110 -0.083
C 4.6563 -1.4723 3.6548 -0.117 -0.055 0.102
C 5.5154 -1.7870 4.8589 0.755 -0.214 0.926
F 5.3348 -3.0675 5.3100 0.184 1.229 -0.546
F 6.8556 -1.6433 4.5774 -1.377 -0.163 0.283
F 5.2393 -0.9519 5.9123 0.290 -0.786 -1.075
C 4.2997 -2.4799 2.7592 -0.252 0.434 -0.253
C 3.4584 -2.1742 1.6804 -0.156 0.392 -0.053
H 2.4084 1.1641 -2.4824 -0.361 -0.234 0.001
H 2.0488 -0.5845 -2.4354 -0.093 0.267 0.124
H 0.8549 0.5845 -1.8018 0.132 -0.009 0.115
H 4.0124 1.4804 -1.4905 0.165 -0.072 0.504
H 3.8644 1.8175 0.2499 0.002 -0.261 -0.243
H 4.6983 0.3379 -0.3187 -0.294 0.117 0.055
H 1.4057 -1.2620 -0.0430 1.344 -0.268 0.002
H 3.0975 1.1660 2.2248 -0.085 -0.365 0.124
H 4.5273 0.6176 4.1520 -0.105 -0.183 -0.198
H 4.6685 -3.4913 2.9141 -0.135 0.193 -0.116
H 3.2264 -2.9584 0.9644 -0.170 0.111 0.146